Model A:
{
  "formula": "C5H20O5",
  "method": "wB97M-V/def2-TZVPD",
  "symbols": ["H", "C", "H", "H", "C", "C", "H", "H", "H", "H", "C", "O", "H", "H", "H", "H", "O", "C", "H", "H", "H", "H", "O", "O", "H", "H", "H", "O", "H", "H"],
  "xyz": [[-3.7439, -2.2301, -0.7282], [3.2437, 1.8563, -1.4632], [2.4939, 1.7413, -2.2459], [-4.0883, -3.8033, 0.8013], [-0.6028, 3.3717, -2.7085], [-0.8920, -0.5190, 0.2624], [-4.0688, -5.0417, -0.4549], [-0.6871, 4.3847, -3.1019], [-1.6649, -0.1023, 0.9082], [1.9846, -0.9853, 2.8808], [-4.2877, -3.9931, -0.2534], [-1.3356, 3.3674, -1.4774], [3.0598, -2.8180, 3.8910], [-0.8705, 3.9810, -0.9040], [-0.9582, 2.6245, -3.4181], [1.9942, 0.8663, -0.4490], [2.7551, 1.4082, -0.2276], [2.5714, -0.8882, 3.7942], [-0.4034, 1.2796, -0.4443], [1.8903, -0.2671, 4.3759], [4.1217, 1.2418, -1.6624], [-0.2204, -1.0987, 0.8955], [-3.4949, -3.1267, -0.9639], [-0.1695, 0.3622, -0.6035], [-5.3598, -3.9007, -0.4267], [-1.3196, -1.2002, -0.4733], [3.5297, -0.3688, 3.7829], [2.6247, -2.1745, 4.4552], [3.4691, 2.9171, -1.5727], [0.4292, 3.1157, -2.4685]],
  "total_charge": 0,
  "smiles": "CO.CO.CO.CO.CO",
  "homo_ha": -0.374,
  "lumo_energy_ev": 0.60
}

---

Model B:
{
  "formula": "C5H20O5",
  "method": "wB97M-V/def2-TZVPD",
  "symbols": ["H", "O", "C", "H", "H", "H", "H", "H", "H", "H", "C", "O", "H", "O", "O", "H", "H", "C", "H", "O", "H", "H", "C", "C", "H", "H", "H", "H", "H", "H"],
  "xyz": [[1.5375, 2.5219, 2.4364], [2.8887, 1.2404, 1.5143], [-0.5437, 0.3371, 0.8579], [-5.1110, 0.9244, -0.0148], [-1.2008, 0.1482, -3.8529], [1.3386, 0.7061, 0.5974], [-4.4249, -0.6388, -0.6959], [1.6095, -1.8769, 1.4105], [-4.3884, -0.6919, 1.4870], [-1.2898, -0.0862, 0.1853], [-4.2274, 0.3164, -0.2094], [0.6561, 0.3685, 0.0128], [3.7668, 1.2744, 1.1279], [0.5708, -0.2209, -2.8631], [-3.7403, -0.1094, 1.0843], [-0.4896, -1.4400, -4.1739], [-0.8247, 1.3704, 1.0613], [2.4882, 2.5710, 1.9055], [-3.4156, 0.8747, -0.6754], [2.0603, -2.0807, -0.6615], [3.1528, 2.9784, 2.6674], [1.6319, -1.2233, -0.7147], [-0.6354, -0.6733, -3.4130], [2.1293, -2.5179, 0.6984], [1.7996, -3.5419, 0.8736], [3.1581, -2.5605, 1.0561], [0.4086, 0.1235, -1.9818], [-0.3107, -0.2584, 1.7405], [2.5199, 3.2813, 1.0794], [-1.1144, -1.1166, -2.5400]],
  "total_charge": 0,
  "smiles": "CO.CO.CO.CO.CO",
  "homo_ha": -0.349,
  "lumo_energy_ev": 0.64
}

---

Which of them is most stable? Easy: model B.

---

Model A:
{
  "formula": "C5H10NO2",
  "method": "wB97M-V/def2-TZVPD",
  "symbols": ["H", "H", "N", "C", "H", "H", "H", "H", "C", "H", "H", "C", "H", "C", "C", "H", "O", "O"],
  "xyz": [[1.1713, -1.4136, 1.7095], [0.9504, -2.1409, 0.0323], [-2.3311, 0.7942, -0.6609], [1.3473, 1.4525, 0.2219], [-1.8235, -1.2032, -1.2863], [-2.1179, 1.3836, 0.1588], [2.8328, -0.1794, 0.5258], [-2.1610, 1.4121, -1.4791], [-0.7304, -0.7619, 0.6203], [-0.9950, 0.0098, 1.4368], [-1.3261, -1.7135, 0.9026], [-1.2872, -0.2951, -0.8112], [1.9758, -0.3035, -1.0934], [0.8167, -1.1626, 0.6382], [1.8035, -0.0652, 0.0088], [-0.4838, 0.0231, -1.5556], [1.4399, 2.2245, -0.8103], [0.9183, 1.9391, 1.4416]],
  "total_charge": -1,
  "smiles": "NCCCCC(=O)[O-]",
  "homo_ha": -0.144,
  "lumo_energy_ev": 4.03
}

---

Model B:
{
  "formula": "C5H10NO2",
  "method": "wB97M-V/def2-TZVPD",
  "symbols": ["H", "O", "C", "C", "H", "C", "H", "C", "H", "H", "H", "H", "O", "C", "N", "H", "H", "H"],
  "xyz": [[-0.3373, 2.5245, -0.2207], [0.3884, -2.1893, -1.3850], [-0.3142, 0.1190, -0.5742], [1.0127, 0.9117, -0.2567], [-1.0260, 0.1205, 2.2662], [-0.5264, -0.7411, 1.8140], [0.5384, -0.6402, 2.0714], [0.0564, 1.7707, 0.4797], [-0.9450, -1.6030, 2.3273], [1.3449, 1.5125, -1.0970], [-0.5545, -1.7094, 0.0423], [-1.0375, 0.6607, -1.1745], [0.1372, 2.1237, 1.6522], [0.1902, -0.9818, -1.8289], [-0.8576, -0.7884, 0.4004], [0.9589, -0.3988, -2.3696], [1.7088, 0.3225, 0.3142], [-0.7373, -1.0137, -2.4611]],
  "total_charge": -1,
  "homo_ha": -0.113,
  "lumo_energy_ev": 3.94
}

---

Model C:
{
  "formula": "C5H10NO2",
  "method": "wB97M-V/def2-TZVPD",
  "symbols": ["H", "C", "N", "O", "C", "H", "H", "H", "C", "H", "C", "O", "H", "H", "H", "C", "H", "H"],
  "xyz": [[2.0453, -0.3345, 2.1578], [-1.0035, -1.3138, -1.1199], [0.4429, -0.2496, 1.0825], [-0.7164, 2.9289, -0.1820], [-0.0978, 2.0793, 0.4522], [-0.0860, -1.4843, -1.7065], [2.3746, 0.6264, 0.7421], [-0.4381, -1.6594, 0.6456], [-1.2748, 0.1641, -0.7441], [0.6930, 0.7047, -0.7514], [-0.0968, 0.6400, 0.0963], [-1.1254, -2.0896, 0.0455], [-2.1985, 0.1381, -0.1587], [-1.7545, -1.6366, -1.8427], [-1.5178, 0.6922, -1.6560], [1.9387, -0.3377, 1.0655], [2.2549, -1.2885, 0.6258], [0.5601, 2.4203, 1.2478]],
  "total_charge": -1,
  "homo_ha": -0.083,
  "lumo_energy_ev": 4.09
}

---

Model D:
{
  "formula": "C5H10NO2",
  "method": "wB97M-V/def2-TZVPD",
  "symbols": ["H", "C", "H", "C", "H", "O", "H", "H", "C", "C", "H", "O", "N", "H", "H", "H", "C", "H"],
  "xyz": [[0.1842, 1.7680, 0.0473], [2.0225, 0.6610, 0.7550], [-0.5691, 0.1657, -2.3662], [-2.7743, -1.3411, -0.2096], [-2.0304, -1.4593, 0.5765], [2.4700, 0.7297, 1.9007], [-3.7674, -1.1260, 0.1921], [0.1564, -0.4198, 0.3267], [-1.0322, -0.7517, -1.9822], [-2.1931, -0.2308, -1.1211], [-3.0507, -2.2017, -0.8420], [2.5021, 0.4314, -0.3826], [-0.4430, 0.1028, 1.2073], [-1.5952, 0.4094, -0.5103], [-1.2183, -1.3754, -2.8506], [-0.2691, -1.2683, -1.3865], [0.5018, 0.9066, 0.6685], [-2.8279, 0.4333, -1.7260]],
  "total_charge": -1,
  "homo_ha": -0.135,
  "lumo_energy_ev": 3.80
}

---

Which of them is most stable? Easy: model A.

---

Model A:
{
  "formula": "C5H10NO2",
  "method": "wB97M-V/def2-TZVPD",
  "symbols": ["H", "H", "N", "C", "C", "O", "H", "H", "H", "H", "H", "H", "C", "C", "H", "O", "H", "C"],
  "xyz": [[2.2135, -0.2220, -0.6570], [-0.3517, -1.3378, -1.2959], [-0.4383, 0.5527, -0.3380], [2.9836, 0.5521, 1.1909], [0.7084, 1.0142, 0.2024], [0.8254, 2.1957, 0.5318], [1.3917, -0.8768, 0.7539], [-1.2399, 1.1383, -0.1308], [3.8401, -0.1272, 1.1099], [3.3090, 1.5234, 0.8282], [-2.4980, -0.4784, -1.7456], [-2.8355, -0.3130, 0.0489], [-2.3699, -0.9640, -0.7435], [-0.8397, -0.8612, -0.4612], [-0.6665, -1.4052, 0.4701], [-2.7848, -2.2353, -0.7472], [2.6997, 0.5965, 2.2432], [1.8395, 0.0291, 0.3358]],
  "total_charge": -1,
  "smiles": "CCC(=O)NCC[O-]",
  "homo_ha": -0.099,
  "lumo_energy_ev": 3.51
}

---

Model B:
{
  "formula": "C5H10NO2",
  "method": "wB97M-V/def2-TZVPD",
  "symbols": ["H", "H", "C", "H", "C", "C", "H", "C", "H", "O", "H", "C", "H", "H", "H", "H", "O", "N"],
  "xyz": [[2.3054, 0.0722, -1.1927], [2.9764, -0.0667, 0.3949], [0.8961, -0.2600, 0.4175], [-1.1854, -0.3301, 0.9942], [2.1378, 0.3289, -0.1310], [-3.1115, 0.5881, 0.6547], [0.0478, 0.2423, -2.9730], [-0.3993, -0.1308, 0.3470], [-3.1715, 0.5036, -0.5379], [3.6333, -1.5175, 1.1755], [3.9445, -1.8563, 1.9841], [-0.1022, -0.4448, -1.0998], [-0.5522, -1.4566, -1.2397], [-2.6374, 1.6386, 0.7493], [-4.2540, 0.8165, 0.8096], [2.2781, 1.4414, -0.0156], [-2.8611, -0.1927, 1.6416], [0.0553, 0.6241, -1.9785]],
  "total_charge": -1,
  "homo_ha": -0.139,
  "lumo_energy_ev": 0.95
}

---

Which of them is most stable? Easy: model A.

---

Model A:
{
  "formula": "C2H11N2O2",
  "method": "wB97M-V/def2-TZVPD",
  "symbols": ["H", "H", "N", "H", "H", "H", "C", "H", "O", "H", "C", "H", "H", "O", "H", "H", "N"],
  "xyz": [[-2.2068, 0.0123, -2.1212], [-1.4772, -3.4639, -2.1820], [-0.0402, 1.1125, 1.4424], [-0.4707, -3.5306, -1.0468], [-0.5310, 2.2766, -0.3439], [-0.2731, 0.1493, 1.6895], [-1.0101, 0.2549, -0.5284], [-0.5703, 1.7465, 2.0510], [-0.6056, -3.1462, -1.9193], [3.7798, 1.1968, 1.1530], [-0.3604, 1.2715, 0.0076], [3.0883, 0.8691, 2.4537], [-1.2523, -0.6039, 0.1312], [2.9959, 1.4259, 1.6678], [-0.7932, -0.8787, -2.2019], [0.9496, 1.3238, 1.6335], [-1.2227, -0.0161, -1.8862]],
  "total_charge": 1,
  "homo_ha": -0.493,
  "lumo_energy_ev": -3.37
}

---

Model B:
{
  "formula": "C2H11N2O2",
  "method": "wB97M-V/def2-TZVPD",
  "symbols": ["N", "H", "O", "C", "H", "H", "O", "H", "C", "H", "H", "H", "H", "N", "H", "H", "H"],
  "xyz": [[-1.9238, 1.5311, 0.9422], [1.5950, -1.6973, -3.7997], [1.7216, -0.9938, -3.1888], [-1.0398, 0.7363, 1.6392], [-1.6977, 1.7009, -0.0314], [-2.8141, 1.4512, 1.3235], [0.0470, 0.7456, -1.4515], [-0.6811, -1.4968, 2.0474], [0.3099, -1.2047, 1.7971], [0.7280, 1.3570, -1.6698], [0.7507, 0.4437, 0.5051], [-1.6834, 0.5928, 2.6039], [0.5455, -0.0407, -1.7519], [-0.0152, 0.1163, 1.0874], [0.9954, -1.0354, 2.5944], [2.3809, -0.4696, -3.6431], [0.7810, -1.7367, 0.9961]],
  "total_charge": 1,
  "homo_ha": -0.539,
  "lumo_energy_ev": -3.96
}

---

Model C:
{
  "formula": "C2H11N2O2",
  "method": "wB97M-V/def2-TZVPD",
  "symbols": ["H", "C", "H", "O", "C", "H", "H", "H", "N", "H", "H", "H", "O", "H", "H", "H", "N"],
  "xyz": [[1.7686, 0.7016, 0.7368], [0.9098, -0.8353, -0.5568], [0.4511, -0.6116, 3.9077], [-1.4591, 2.3488, -0.0778], [0.1231, -0.6880, -1.6708], [-1.5325, 3.1818, 0.4467], [0.5604, -0.1769, 1.3103], [-2.2169, 2.2832, -0.6943], [-0.2341, -1.7789, -2.3883], [1.4293, -1.7288, -0.2986], [-0.8348, -1.6152, -3.2232], [0.1754, 0.8721, 0.2010], [0.2630, 0.0485, 3.2422], [-0.6272, 0.3334, 3.3641], [-0.1905, 0.2800, -2.0741], [0.0950, -2.7361, -2.2784], [0.8475, 0.2330, 0.4815]],
  "total_charge": 1,
  "homo_ha": -0.454,
  "lumo_energy_ev": -2.81
}

---

Model D:
{
  "formula": "C2H11N2O2",
  "method": "wB97M-V/def2-TZVPD",
  "symbols": ["H", "H", "O", "O", "H", "H", "H", "C", "H", "N", "N", "H", "H", "H", "H", "H", "C"],
  "xyz": [[0.3686, 1.1934, 1.8319], [-1.4231, -0.6937, -1.5007], [2.3874, -1.2694, -0.0818], [-1.3334, -0.5565, 2.7730], [-1.2629, 0.9695, 0.4792], [2.3868, -1.6016, -0.9871], [1.8540, -1.9503, 0.3471], [-0.1456, 0.9810, -1.2978], [-1.1379, 0.1113, -2.9107], [-0.7108, -0.1837, -2.0299], [0.8285, 1.1993, 0.9203], [0.0283, -0.8748, -2.1596], [-1.3830, -1.0129, 3.6164], [0.5671, 1.6119, -1.8166], [1.2215, 2.0681, 0.5434], [-2.0009, -0.9295, 2.1990], [-0.2449, 0.9377, 0.0740]],
  "total_charge": 1,
  "homo_ha": -0.473,
  "lumo_energy_ev": -4.02
}

---

Which of them is most stable? Easy: model C.

---

Model A:
{
  "formula": "C6H14N3O2",
  "method": "wB97M-V/def2-TZVPD",
  "symbols": ["H", "C", "O", "H", "N", "N", "H", "H", "H", "H", "H", "C", "C", "H", "C", "C", "H", "H", "H", "C", "N", "H", "H", "H", "O"],
  "xyz": [[1.7029, -0.2375, -1.9584], [0.0958, 2.2503, 1.3336], [-1.2978, 2.2874, 1.4532], [1.6091, 1.3514, 0.0516], [-0.0786, 0.1433, 0.2267], [0.7322, -1.2300, 2.4788], [0.5473, 1.7898, 2.2254], [1.3059, -1.9614, 0.7068], [1.6963, -2.7346, -2.0165], [-2.9429, 1.1546, 1.6449], [-0.0517, -0.2298, -2.2901], [0.7690, -0.7925, -1.8352], [0.5235, 1.4424, 0.0923], [-1.4950, 0.5037, 2.4744], [-1.5178, 0.1501, 0.3447], [0.8613, -2.1794, -2.4326], [1.0133, -2.0856, -3.5041], [0.4288, 3.2843, 1.2456], [-1.9885, 0.5829, -0.5489], [-1.8644, 1.0119, 1.5680], [1.2427, -1.9166, 1.7559], [-1.8682, -0.8738, 0.4755], [0.1695, 1.9614, -0.8093], [-0.0593, -2.7312, -2.2597], [0.4662, -0.9411, -0.4228]],
  "total_charge": 1,
  "homo_ha": [-0.481, -0.481],
  "lumo_energy_ev": [-6.04, -6.04]
}

---

Model B:
{
  "formula": "C6H14N3O2",
  "method": "wB97M-V/def2-TZVPD",
  "symbols": ["H", "H", "H", "H", "O", "H", "C", "N", "H", "C", "H", "H", "H", "H", "N", "H", "H", "C", "N", "H", "H", "C", "O", "C", "C"],
  "xyz": [[1.5286, 2.0690, 1.1967], [-0.9122, 0.1882, 1.2401], [2.0433, -1.7636, 1.0677], [-2.2503, -2.9761, 0.3598], [1.3588, 0.8986, -1.0724], [1.6805, 0.3886, -1.8721], [-1.3006, -2.4908, 0.5955], [-1.1636, 2.2583, -0.0124], [1.8396, 0.8239, 2.3164], [1.7371, -1.1081, 0.2454], [-0.4401, -3.2684, 0.4096], [-1.6826, 1.6769, -2.4774], [-1.0477, 2.3975, 0.9439], [-0.7378, 3.0391, -0.5187], [-1.5578, 0.8645, -1.8329], [3.0633, 1.1833, 1.1205], [1.5129, -1.6684, -0.6376], [2.0500, 1.1131, 1.2233], [-1.2246, 0.0141, 0.2516], [-1.7007, -0.1096, -2.1068], [-1.3931, -2.1344, 1.7413], [1.6773, 0.2714, 0.1088], [-0.7735, -1.4603, -1.4388], [-1.3191, 1.1037, -0.6079], [-0.9877, -1.3108, -0.2435]],
  "total_charge": 1,
  "homo_ha": -0.452,
  "lumo_energy_ev": -3.16
}

---

Which of them is most stable? Easy: model B.

---

Model A:
{
  "formula": "C4H13N3",
  "method": "wB97M-V/def2-TZVPD",
  "symbols": ["C", "N", "H", "H", "H", "N", "C", "H", "H", "H", "H", "H", "H", "H", "C", "C", "H", "N", "H", "H"],
  "xyz": [[-1.0770, 0.1238, 0.1496], [0.5719, -1.5884, -0.5553], [0.4368, -0.4129, 2.1274], [-1.4345, -0.7598, 0.6958], [-1.0273, 0.8913, 0.9325], [-1.3848, 1.7580, -1.7081], [0.4470, -0.2371, 0.0350], [3.1175, -0.2090, 0.9560], [-0.9513, 1.6990, -2.6147], [0.8821, 0.3950, -0.7544], [2.6917, -0.7940, 2.4211], [1.4212, -1.9366, -0.1006], [-2.1410, 2.4220, -1.7668], [1.3517, 0.9934, 1.6169], [1.1448, -0.0550, 1.3757], [-1.7647, 0.4747, -1.1526], [-2.8013, 0.4157, -0.7977], [2.4507, -0.8023, 1.4379], [-1.6430, -0.2941, -1.9308], [-0.2902, -2.0835, -0.3668]],
  "total_charge": 0,
  "smiles": "NCC[C@H](N)CN",
  "homo_ha": -0.324,
  "lumo_energy_ev": 1.09
}

---

Model B:
{
  "formula": "C4H13N3",
  "method": "wB97M-V/def2-TZVPD",
  "symbols": ["H", "N", "H", "H", "H", "N", "C", "H", "H", "H", "H", "H", "C", "C", "H", "C", "N", "H", "H", "H"],
  "xyz": [[-1.2873, -2.1586, -0.9852], [0.2466, 1.5641, 0.9880], [0.0694, -1.1429, -1.4943], [0.3628, -2.6694, 0.6537], [2.6863, 0.8151, 0.2058], [-1.6875, -0.0259, -0.6298], [0.0370, -1.6332, 0.6238], [2.0712, 0.4631, -1.4255], [-0.0028, 1.7937, -0.9814], [-1.2531, 0.9290, 1.0693], [0.9049, -0.9915, 0.7873], [-0.6294, -1.4793, 1.4797], [-0.6449, -1.3168, -0.6875], [2.0920, 1.1988, -0.6231], [2.5748, 2.0944, -1.0230], [0.6996, 1.5335, -0.2001], [-2.1529, 0.3811, 0.6003], [0.9251, 1.3551, 1.7198], [-2.5489, -0.3906, 1.1448], [-2.4627, -0.3197, -1.2226]],
  "total_charge": 0,
  "smiles": "[H]/N=C\\C.CCNN",
  "homo_ha": -0.288,
  "lumo_energy_ev": 1.00
}

---

Which of them is most stable? Easy: model A.